Below is a cluster of 4 separate species, C18H16BrFNO14PS in total at a distorted geometry, with properties calculated with the ωB97M-V functional and the def2-TZVPD basis.

```
53
Properties=species:S:1:pos:R:3:forces:R:3
Br 7.460 -1.511 5.943 -0.2 0.5 -0.1
S 3.110 -2.506 5.933 -9.6 2.7 2.0
P 5.207 -2.046 5.922 4.2 -1.3 0.1
F 2.693 -3.940 5.053 1.2 2.2 1.3
O -3.201 0.941 -5.976 0.0 0.4 0.8
O 1.165 0.085 1.258 -0.4 0.7 0.2
O -0.022 2.098 5.369 -0.9 0.1 -1.8
O -1.590 0.928 -3.754 -1.5 0.7 -0.8
O 2.510 -2.710 7.371 3.1 0.1 -5.4
O -0.753 -3.570 -5.041 1.6 1.1 0.6
O -6.290 3.988 -4.096 1.7 -0.7 0.8
O 2.477 -0.416 -1.696 -1.7 -1.1 -0.7
O -0.988 1.136 -0.081 0.9 0.2 1.9
O 2.387 -1.313 5.197 3.4 -4.7 2.2
O 0.018 -1.365 -0.929 0.4 -0.1 -0.9
O -2.223 3.075 4.051 0.7 -0.5 -0.2
O 1.743 -2.695 -5.773 -0.6 0.1 0.7
O -4.632 4.044 -1.910 0.0 -0.5 -0.8
N 5.712 -3.744 6.120 -1.6 0.9 -0.8
C 0.629 1.071 3.340 0.2 -0.2 -0.4
C -3.555 1.649 -5.041 -0.3 -0.3 -1.0
C -0.795 1.386 1.265 -0.7 0.0 -1.8
C -5.134 3.230 -4.059 -1.6 0.8 -0.6
C 0.015 -2.807 -4.181 -1.4 -1.1 -0.8
C -0.229 1.825 4.030 0.7 0.1 1.7
C -3.078 2.485 -2.774 -0.2 0.3 0.2
C -1.443 2.401 3.387 -0.9 0.5 -0.1
C 0.393 -1.668 -2.057 -0.9 -0.2 0.5
C -4.295 3.309 -2.832 0.3 0.3 1.0
C -4.785 2.456 -5.088 0.3 -0.2 -0.1
C 1.720 -1.202 -2.545 1.5 1.2 0.8
C -2.731 1.708 -3.802 1.5 -0.7 0.6
C 1.354 -2.365 -4.659 0.9 0.2 -0.6
C 2.166 -1.530 -3.759 -0.1 -0.2 -0.4
C -1.655 2.137 1.955 -0.1 0.2 0.4
C 0.403 0.787 1.915 0.8 -0.5 0.3
C -0.429 -2.482 -2.965 0.1 0.2 0.4
H 5.871 -4.138 5.149 -0.3 0.4 1.6
H -1.400 -2.799 -2.604 0.1 0.0 0.0
H -5.385 2.390 -5.987 0.0 0.0 0.0
H -2.531 2.577 1.496 0.0 0.0 0.0
H 1.938 -0.321 -0.880 0.3 0.0 0.0
H -1.557 0.460 -4.616 0.0 0.2 0.3
H -0.212 -3.670 -5.855 -0.2 0.0 0.3
H 3.130 -1.200 -4.126 -0.1 0.0 0.0
H 1.513 0.644 3.796 -0.1 0.0 0.0
H -6.320 4.461 -3.236 0.0 -0.2 -0.3
H -2.487 2.539 -1.869 0.0 0.0 0.0
H 5.024 -1.247 7.136 -0.3 -0.8 -1.2
H -0.780 2.661 5.641 0.3 -0.2 -0.1
H 5.109 -1.510 4.577 -0.5 -0.3 1.2
H -0.233 0.568 -0.352 -0.5 -0.1 0.0
H 4.984 -4.282 6.639 0.6 0.3 -0.8
```
Forces are in eV/Å.

The calculation puts the total energy at -5216.93859 Eh. As for the HOMO energy: -0.356 Ha. Its HOMO-LUMO gap is 7.9 eV.

=====

Below is a cluster of 4 separate species, C27H62BNO8S2 in total at a distorted geometry, with properties calculated with the ωB97M-V functional and the def2-TZVPD basis.

```
101
Properties=species:S:1:pos:R:3:forces:R:3
S 2.580 -3.852 5.160 1.4 1.4 7.3
S 0.492 0.018 0.911 0.9 0.7 -0.2
O 1.679 -4.187 3.751 1.8 1.4 1.5
O 2.109 -2.652 6.056 0.9 -3.9 -4.7
O 2.458 -3.473 -0.866 0.9 -2.7 -6.1
O 2.873 -5.003 6.167 -1.1 3.2 -5.2
O 2.383 -2.787 0.250 -0.6 1.2 5.9
O 4.065 -3.334 4.433 -3.6 -1.9 -0.2
O 6.197 -4.014 2.652 -1.3 3.0 -1.9
O 2.867 -7.783 1.589 -1.5 0.6 0.2
N 5.557 -2.083 1.099 -1.3 1.0 1.9
C 1.989 -7.395 3.902 -1.3 -0.3 -0.3
C -1.457 3.112 -0.422 -0.2 0.0 0.0
C 0.766 4.761 -1.908 -0.1 0.1 0.1
C -4.359 3.804 4.206 0.1 -0.1 0.0
C 2.578 -3.975 2.572 1.3 -2.1 -0.6
C 1.498 0.470 2.443 0.3 0.5 1.1
C 3.696 -2.896 3.068 1.1 0.9 -0.1
C 0.727 3.239 -1.732 0.0 -0.1 -0.2
C -6.850 4.349 4.239 -0.2 -0.1 0.0
C -0.975 0.752 -8.482 0.2 0.0 -0.1
C 1.719 -3.735 1.199 -1.7 0.9 0.5
C -0.672 2.625 -1.631 0.2 0.0 0.1
C -4.141 3.956 2.696 -0.1 0.1 0.0
C -1.053 -0.566 -7.729 -0.2 -0.1 0.0
C 0.131 -1.129 -4.186 0.2 0.0 0.0
C -4.420 2.703 1.862 0.1 0.1 0.0
C 0.013 5.303 -3.125 0.1 0.1 0.1
C -0.031 0.223 -4.865 -0.1 0.1 0.1
C -1.447 0.473 -5.389 0.0 0.1 -0.1
C -3.509 1.535 2.207 0.0 -0.2 0.0
C -1.928 -0.497 -6.474 0.0 -0.1 0.1
C 1.775 -0.912 3.344 -0.5 1.7 0.3
C -5.763 3.359 4.625 0.1 0.1 0.1
C 2.224 -6.718 2.428 0.3 -0.8 0.3
C 3.291 -5.457 2.414 0.1 -0.4 -1.2
C 3.349 -1.322 3.284 -0.4 1.1 0.2
C 0.572 4.808 -4.449 -0.1 0.0 -0.2
B 5.169 -2.981 2.271 2.2 -1.7 -1.0
H 3.879 -0.607 2.496 -1.2 -1.9 1.4
H 0.861 1.244 3.089 1.3 -1.8 -1.5
H -0.044 -1.953 -4.883 0.0 0.0 0.1
H 1.149 -1.234 -3.796 -0.1 -0.1 0.0
H 0.368 5.241 -1.006 0.0 -0.1 -0.1
H 4.711 -1.596 0.686 1.2 -0.9 0.7
H 0.700 0.318 -5.674 -0.1 0.0 0.0
H -5.775 3.239 5.716 0.0 -0.1 -0.1
H -1.244 2.820 -2.544 0.1 0.0 0.0
H 0.211 1.007 -4.137 0.0 0.0 -0.1
H -7.823 3.999 4.600 0.1 0.1 -0.1
H 2.487 1.036 2.161 -1.9 -1.3 0.5
H -5.466 2.397 1.967 0.0 0.1 0.0
H -4.134 4.765 4.685 0.0 -0.1 0.0
H -3.631 3.091 4.609 0.0 0.1 0.0
H 2.968 -7.727 4.459 -1.9 1.1 -1.2
H 1.011 -1.715 2.984 1.7 1.4 0.7
H 0.074 6.398 -3.110 -0.1 -0.1 0.1
H 0.664 -3.256 1.469 2.3 -0.9 -0.4
H -3.104 4.270 2.528 -0.1 0.0 0.0
H 3.775 -5.469 1.323 -0.9 0.0 2.4
H -1.642 4.188 -0.468 0.0 0.0 0.0
H 1.488 -0.607 4.454 0.7 -1.0 -2.3
H -1.051 5.054 -3.059 0.0 0.0 0.0
H 1.196 -6.451 1.921 1.9 -0.3 1.2
H 1.472 -4.726 0.603 1.0 2.0 1.4
H -2.012 -1.504 -6.050 0.0 0.1 0.0
H 1.371 -8.400 3.718 1.3 2.1 0.3
H 1.282 -6.702 4.562 1.8 -1.5 -1.3
H 4.122 -5.660 3.213 -1.6 0.6 -1.5
H -4.767 4.773 2.319 0.1 0.0 0.0
H -3.650 1.204 3.240 0.0 0.0 -0.1
H -6.922 4.466 3.154 0.0 0.0 0.1
H 6.982 -3.949 2.004 -1.9 0.0 1.4
H 3.060 -3.018 -1.525 -0.8 -0.2 1.6
H 1.816 5.073 -1.973 -0.1 0.0 0.0
H 3.822 -1.008 4.336 -1.0 -0.9 -2.4
H -0.566 -1.230 -3.348 0.0 0.0 -0.1
H -6.658 5.332 4.681 0.0 -0.1 -0.1
H -0.921 2.891 0.506 0.0 0.0 -0.1
H 0.022 5.258 -5.282 0.1 -0.1 0.0
H -0.510 1.536 -7.877 -0.1 0.0 -0.1
H -1.972 1.091 -8.782 0.1 0.0 0.0
H 1.258 2.762 -2.565 0.0 0.0 0.0
H 6.119 -1.287 1.521 -0.5 -1.3 -0.9
H -0.372 0.632 -9.388 -0.1 0.1 0.1
H -0.567 1.536 -1.560 0.0 0.1 -0.1
H 1.231 0.483 -0.190 -0.4 -0.3 1.4
H -3.725 0.684 1.554 0.1 0.0 0.1
H -1.472 -1.326 -8.401 0.1 0.0 0.1
H -2.946 -0.209 -6.768 0.1 0.0 0.0
H -1.504 1.500 -5.768 0.0 -0.1 0.0
H -2.457 1.807 2.071 -0.1 -0.1 0.0
H 1.293 2.981 -0.829 -0.1 0.0 0.0
H 1.627 5.080 -4.554 -0.1 -0.1 0.0
H -5.995 2.375 4.205 0.1 0.0 0.0
H 0.485 3.721 -4.544 0.0 0.1 0.0
H 2.177 -8.437 1.274 1.0 1.3 0.8
H -2.430 2.609 -0.378 0.2 0.1 0.1
H -4.278 2.953 0.804 -0.1 0.0 0.1
H -0.044 -0.906 -7.474 0.0 0.0 0.0
H -2.151 0.425 -4.548 0.1 0.0 -0.1
```
Forces are in eV/Å.

The calculation puts the total energy at -2543.56658 Eh. As for the HOMO energy: -0.336 Ha. Its HOMO-LUMO gap is 9.1 eV.

=====

Below is a structure of composition C11H31BF6NO2P2Si2 at a distorted geometry, with properties calculated with the ωB97M-V functional and the def2-TZVPD basis.

```
56
Properties=species:S:1:pos:R:3:forces:R:3
P -4.592 -2.874 3.955 0.0 0.0 0.1
P 0.526 -2.069 -1.228 -0.9 -1.2 0.0
Si 2.000 1.370 -0.516 0.9 0.4 -0.7
Si -0.231 -0.008 -1.677 0.2 1.0 -0.8
F -5.349 -3.821 2.827 -0.3 -0.3 0.5
F -5.401 -1.620 3.230 0.1 -0.4 -0.7
F -3.297 -3.631 3.257 0.2 0.7 -0.2
F -5.980 -3.073 4.828 -0.2 0.8 0.0
F -3.537 -1.621 4.209 -0.1 -0.1 0.6
F -3.991 -3.458 5.379 0.3 -0.7 -0.4
O 1.126 0.961 -1.903 -0.6 -0.3 1.1
O 4.267 -0.264 -1.387 -0.7 -0.4 -0.2
N -0.393 -3.288 -1.682 0.3 0.6 -0.1
C -2.604 -0.632 -3.246 0.0 0.6 0.1
C 3.947 -2.167 1.023 0.1 0.5 0.1
C 3.900 -0.615 1.111 0.1 -0.4 -0.4
C -3.138 -1.184 0.402 -0.4 -0.7 -0.6
C -3.655 -1.522 -1.010 0.0 1.1 0.4
C 3.757 4.299 1.146 0.2 0.0 -0.5
C -3.493 -0.354 -2.019 -0.4 -0.9 -0.4
C 1.263 4.131 0.963 0.2 0.6 0.0
C 2.579 4.185 0.200 -0.2 0.0 -0.2
C 2.794 3.063 -0.847 -0.2 0.0 0.8
C -1.243 0.089 -3.245 -0.2 -0.5 0.3
B 3.512 0.056 -0.256 0.2 -0.3 0.0
H -2.496 -1.696 -3.409 0.1 -0.3 0.1
H 3.865 2.897 -0.920 0.3 -0.1 -0.1
H -3.211 -2.432 -1.392 0.2 -0.2 0.0
H -1.440 1.148 -3.396 0.1 0.3 0.1
H 4.109 -1.177 -1.681 0.5 0.3 0.2
H -3.140 -0.271 -4.119 -0.1 0.0 -0.3
H 3.690 5.198 1.745 -0.1 0.0 0.4
H 3.284 -0.300 1.942 -0.2 0.1 0.2
H 1.079 5.119 1.375 -0.1 0.2 0.2
H 2.560 5.123 -0.349 0.0 0.2 -0.2
H -4.488 -0.154 -2.401 -0.2 0.2 -0.1
H 0.747 -2.109 0.173 0.5 0.2 -0.1
H 3.875 3.411 1.761 0.0 -0.1 0.3
H 4.966 -2.525 1.056 0.3 -0.1 0.0
H 2.500 3.406 -1.831 -0.3 0.0 -0.3
H 3.518 -2.544 0.101 -0.3 -0.2 -0.1
H -1.027 0.472 -0.534 0.1 -0.1 0.1
H -3.166 -0.121 0.591 0.2 0.4 0.0
H 1.844 -2.116 -1.759 0.1 0.1 0.3
H 0.424 3.925 0.311 -0.2 -0.3 -0.1
H 1.289 3.447 1.802 -0.1 -0.4 0.0
H 1.169 1.333 0.704 -0.3 0.1 -0.1
H -0.648 -0.211 -4.101 0.2 -0.2 -0.2
H -3.805 -1.623 1.129 0.1 -0.3 0.4
H -3.200 0.551 -1.506 0.3 0.3 0.1
H -2.146 -1.599 0.536 0.3 0.2 0.3
H -1.204 -2.908 -2.159 -0.1 -0.3 -0.1
H 4.652 4.403 0.541 0.3 0.0 0.0
H -4.714 -1.718 -0.918 -0.3 -0.2 0.0
H 3.426 -2.589 1.872 -0.2 -0.3 0.0
H 4.920 -0.293 1.320 0.2 0.3 0.1
```
Forces are in eV/Å.

The calculation puts the total energy at -2528.97806 Eh. Its net charge is -1. As for the HOMO energy: -0.249 Ha. Its HOMO-LUMO gap is 8.6 eV.

=====

Below is the molecule C6H12O, with properties calculated with the ωB97M-V functional and the def2-TZVPD basis.

```
19
Properties=species:S:1:pos:R:3:forces:R:3
O -2.344 1.535 -0.610 -0.1 0.2 0.1
C 0.765 0.486 -1.003 0.1 -0.3 -0.1
C -1.256 0.731 -0.192 0.2 -0.1 0.2
C 1.542 -0.627 -0.412 -0.1 0.0 0.0
C -0.606 0.070 -1.439 0.1 0.0 0.0
C -1.671 -0.197 0.945 0.0 -0.1 0.0
C 2.406 -0.432 0.837 0.1 0.1 0.0
H -1.881 0.408 1.837 0.0 -0.1 -0.1
H -0.964 0.600 -2.327 0.1 0.0 0.2
H -0.892 -0.920 1.215 -0.1 0.1 -0.1
H -2.576 2.097 0.142 -0.1 0.0 -0.2
H 2.829 0.574 0.896 -0.1 -0.1 -0.1
H 3.227 -1.159 0.842 -0.1 0.1 0.0
H -0.449 1.409 0.172 -0.3 -0.1 0.3
H 2.219 -0.615 -1.297 0.0 -0.2 0.0
H 1.069 -1.625 -0.392 -0.1 0.2 0.0
H 1.820 -0.612 1.748 0.0 0.1 -0.2
H -2.585 -0.740 0.684 0.2 0.0 0.0
H -0.828 -1.007 -1.527 0.1 0.2 0.2
```
Forces are in eV/Å.

The calculation puts the total energy at -310.90498 Eh. For the energy relative to the best compared isomer or geometry (same formula, charge and spin), the calculation gives 96.8 kcal/mol. As for the HOMO energy: -0.299 Ha. Its HOMO-LUMO gap is 8.9 eV.